(1)
47
Properties=species:S:1:pos:R:3 method="wB97M-V/def2-TZVPD" total_charge=+2 multiplicity=1 homo_lumo_gap_ev=1.863 homo_ev=-15.005 largest_force_ev_per_a=3.918 total_energy_ev=-37436.3262 e_lumo_ev=-13.1
N 2.02141 -2.81756 2.28591
C 2.09918 -2.46419 0.84168
C 1.22431 -3.42070 0.00464
C 0.05311 -2.70577 -0.71244
C 0.62847 -1.87657 -1.88196
C -0.18501 -0.62082 -2.28426
C -0.64356 0.27214 -1.07903
C -2.09903 -0.15467 -0.83806
C -2.78852 0.50165 0.40234
C -3.47994 -0.60418 1.19773
F -2.53329 -1.43201 1.68229
F -4.35480 -1.26595 0.51339
F -4.04768 -0.06197 2.25651
O 0.24239 0.24376 0.06094
C 1.37344 0.83293 -0.47236
O 2.47008 0.64348 -0.15384
O 1.02931 1.66448 -1.50247
C -0.42045 1.75443 -1.43229
C -0.76136 2.82598 -0.35577
C 0.22510 4.04570 -0.32096
C 0.96161 4.07286 1.00128
N 2.10109 3.25094 1.29642
O 0.59799 4.77999 1.85339
H 1.08929 -2.57380 2.63792
H 2.65477 -2.17778 2.79674
H 1.81865 -1.39575 0.76021
H 3.15425 -2.58122 0.56972
H 0.77566 -4.13449 0.70788
H 1.81722 -3.96512 -0.73366
H -0.47540 -2.11976 0.04586
H -0.63630 -3.49010 -1.03677
H 0.62107 -2.53263 -2.75753
H 1.65957 -1.57168 -1.66463
H -1.09726 -0.97828 -2.76755
H 0.35057 -0.05541 -3.05064
H -2.21581 -1.23547 -0.75350
H -2.64105 0.14204 -1.73913
H -3.56741 1.17017 0.03159
H -2.10494 0.97112 1.10447
H -0.94749 2.10790 -2.31958
H -1.74761 3.23342 -0.59226
H -0.83064 2.42314 0.65776
H -0.38548 4.95118 -0.32143
H 0.88637 4.11916 -1.18855
H 1.81852 2.36023 1.70009
H 2.73411 3.72128 1.94237
Pt 3.55552 -3.85212 3.60755



(2)
28
Properties=species:S:1:pos:R:3 method="wB97M-V/def2-TZVPD" total_charge=0 multiplicity=1 homo_lumo_gap_ev=8.106 homo_ev=-8.096 largest_force_ev_per_a=4.425 total_energy_ev=-28477.5551 e_lumo_ev=0.0
C -1.69686 1.96656 -0.64013
C -0.74706 1.21001 -1.28358
C -1.58840 1.68585 0.72112
C -0.14557 0.44329 -0.27609
C 3.37010 0.43974 1.09100
C -3.01153 -1.03317 -0.12468
C 3.02943 1.06543 -0.29445
C -1.72447 -1.68944 -0.19934
N -0.51404 0.74316 1.01608
N -1.13930 -2.29504 0.80892
O 1.37030 -1.56690 0.38793
O 0.69860 -1.27069 -1.97174
O 2.49438 0.00931 -1.16838
S 1.11462 -0.63920 -0.72233
H -2.35188 2.70527 -0.96251
H -0.50766 1.08810 -2.32353
H -2.06574 2.06289 1.59693
H 3.71702 -0.53041 1.05867
H 4.07017 1.07806 1.50969
H 2.35252 0.38576 1.56010
H -2.77228 -0.12279 0.40231
H -3.57764 -1.63306 0.51391
H -3.45407 -0.83197 -1.14875
H 3.79109 1.64266 -0.93268
H 2.18095 1.76073 -0.08706
H -1.11606 -1.66073 -1.08316
H -0.14722 -2.53764 0.79215
H -1.62940 -2.47577 1.75962



(3)
21
Properties=species:S:1:pos:R:3 method="wB97M-V/def2-TZVPD" total_charge=0 multiplicity=1 homo_lumo_gap_ev=8.473 homo_ev=-7.930 largest_force_ev_per_a=0.355 total_energy_ev=-7482.6456 e_lumo_ev=0.5
C -1.30675 -0.96007 -0.52466
C -0.45119 0.29162 -0.76590
C -0.84547 1.60392 -0.17104
C -1.73196 1.52722 1.01047
C 1.03840 0.17097 -0.27379
C 1.17431 -0.24883 1.19295
C 1.85278 -0.76646 -1.16804
H -0.94905 -1.80367 -1.12608
H -2.34669 -0.77170 -0.81848
H -1.31697 -1.28049 0.52202
H -0.36402 0.44522 -1.85138
H 1.46683 1.17625 -0.37532
H -2.69686 1.81700 0.55163
H -1.52184 2.32726 1.72925
H -1.88719 0.56839 1.52830
H 2.22806 -0.21215 1.49167
H 0.82638 -1.27651 1.35183
H 0.61695 0.40547 1.87197
H 1.74577 -0.50636 -2.22654
H 2.91619 -0.69383 -0.91082
H 1.55230 -1.81325 -1.03800



(4)
17
Properties=species:S:1:pos:R:3 method="wB97M-V/def2-TZVPD" total_charge=+1 multiplicity=1 homo_lumo_gap_ev="7.394 / 7.393" homo_ev="-13.271 / -13.271" largest_force_ev_per_a=3.815 total_energy_ev=-8874.9457 e_lumo_ev="-5.9 / -5.9"
C 0.36981 1.67514 -0.16241
C 1.50049 0.92564 -0.02175
C -0.93642 1.02220 -0.06517
C 1.77407 -0.41097 -0.42474
C -1.81855 -1.39660 -0.16478
N -0.86199 -0.37035 0.29263
O 2.71075 -1.10225 0.13274
H 0.52699 2.77243 0.20221
H 2.35374 1.34267 0.48393
H -1.52488 1.62367 0.57757
H -1.37043 1.16194 -1.06651
H 1.18182 -0.96486 -1.17832
H -2.25362 -1.21322 -1.11898
H -1.26643 -2.38001 -0.36822
H -2.74303 -1.54600 0.57277
H -0.81088 -0.48635 1.37839
H 3.16856 -0.65308 0.93064



(5)
67
Properties=species:S:1:pos:R:3 method="wB97M-V/def2-TZVPD" total_charge=0 multiplicity=4 homo_lumo_gap_ev="6.965 / 8.041" homo_ev="-7.682 / -9.393" largest_force_ev_per_a=4.159 total_energy_ev=-96427.6327 e_lumo_ev="-0.7 / -1.4"
Ti -3.72593 -1.96599 14.48772
C 0.49164 -2.05350 16.98561
F 1.33079 -1.63234 17.88768
F 1.08569 -2.98888 16.22013
F -0.68898 -2.43522 17.44121
S 0.19872 -0.62255 15.71348
O -0.93681 0.09277 16.33445
O 1.43514 0.10961 15.56504
N -0.39694 -1.52407 14.30954
S 0.76339 -1.52814 13.26098
O 0.75081 -0.38688 12.34964
O 2.06349 -2.02733 13.76718
C 0.22249 -3.05921 12.17827
F -0.26657 -4.10470 12.87238
F -0.62653 -2.75124 11.21795
F 1.33658 -3.50867 11.50868
C -4.09184 -5.85073 17.81630
C -3.98833 -5.12038 16.51126
C -4.23070 -5.99810 15.19188
O -4.23945 -5.15017 14.00569
C -4.25746 -5.96029 12.86073
N -4.95833 -4.09365 16.60881
H -3.38908 -6.67778 17.91744
H -5.05843 -6.27543 18.08733
H -3.61866 -5.19290 18.54530
H -2.99367 -4.67665 16.46809
H -5.23374 -6.42469 15.19424
H -3.48085 -6.77988 15.07080
H -3.93135 -5.36420 12.00842
H -5.29792 -6.25231 12.71833
H -3.66882 -6.87370 12.94615
H -4.88039 -3.69917 17.53532
H -5.82434 -4.60504 16.51600
C -7.01866 0.65209 17.24168
C -7.82608 0.03781 16.10489
C -9.07737 0.72660 15.70821
O -10.10777 0.85930 16.77333
C -10.85625 -0.29391 16.77329
N -6.99508 -0.06717 14.99316
H -6.06553 0.13334 17.34425
H -7.56141 0.55256 18.18169
H -6.78348 1.70188 17.06639
H -8.07339 -0.94388 16.50892
H -9.52956 0.15725 14.89612
H -8.84469 1.73103 15.35452
H -10.26187 -1.20564 16.83302
H -11.29889 -0.31300 15.77740
H -11.67201 -0.43775 17.48178
H -7.57999 -0.08028 14.16988
H -6.44694 0.78010 14.95077
C -1.66605 3.79379 13.02355
C -3.14517 3.37370 13.40970
C -4.17223 4.28694 12.68733
O -3.94239 5.68461 13.06918
C -4.82759 6.48654 12.31771
N -3.23940 2.00539 12.99225
H -0.99429 3.38798 13.77997
H -1.59728 4.88135 12.99897
H -1.39342 3.34045 12.07053
H -3.43751 3.52649 14.44859
H -5.21291 3.97363 12.77051
H -4.01948 4.15239 11.61650
H -4.54761 6.45905 11.26464
H -4.68252 7.52647 12.61030
H -5.88641 6.27239 12.46319
H -2.59592 1.44443 13.53205
H -2.65354 1.83867 12.18660



(6)
128
Properties=species:S:1:pos:R:3 method="wB97M-V/def2-TZVPD" total_charge=0 multiplicity=1 homo_lumo_gap_ev=9.865 homo_ev=-9.553 largest_force_ev_per_a=11.925 total_energy_ev=-74357.8026 e_lumo_ev=0.3
O 7.21708 -74.71835 -15.34480
C 6.87042 -75.18163 -14.22894
O 7.66386 -75.14474 -13.20429
C 8.83370 -74.47318 -13.42212
C 9.68545 -74.44482 -12.08462
C 5.48218 -75.92231 -13.84348
H 8.57893 -73.42133 -13.65217
H 9.38311 -74.96301 -14.22074
H 9.17301 -73.77009 -11.42833
H 10.75372 -74.01037 -12.28493
H 9.77386 -75.54822 -11.88111
H 5.50352 -75.72731 -12.75221
H 5.39779 -76.99755 -14.01556
H 4.88224 -75.37092 -14.57982
O 15.67569 -70.63101 -5.96047
C 16.58189 -70.25530 -6.67160
O 17.79433 -70.63415 -6.86272
C 18.25224 -71.70937 -5.96725
C 19.71062 -72.07208 -6.33717
C 16.18515 -69.01056 -7.51668
H 17.55059 -72.54020 -6.00763
H 18.01661 -71.31704 -5.02437
H 20.21607 -72.90989 -5.55690
H 20.49656 -71.26347 -6.10088
H 19.50459 -72.44358 -7.45709
H 15.18286 -68.85013 -7.61024
H 16.87520 -68.80104 -8.49205
H 16.33549 -68.04515 -6.93666
O 16.35422 -74.09067 -9.76683
C 17.05832 -73.50185 -8.91170
O 18.33904 -73.51791 -8.63164
C 19.18328 -74.16330 -9.60481
C 19.42270 -75.66466 -9.33969
C 16.38072 -72.64503 -7.91510
H 20.23594 -73.75050 -9.40338
H 19.01404 -74.20487 -10.69383
H 19.63884 -75.74433 -8.29592
H 20.19800 -76.09283 -10.07461
H 18.61078 -76.24759 -9.26574
H 16.56593 -71.46187 -8.03384
H 16.83323 -72.97471 -6.98250
H 15.42879 -72.69725 -7.91662
O 14.75744 -68.19950 -10.41567
C 13.72301 -67.53384 -10.53595
O 13.61069 -66.30243 -11.27893
C 14.69897 -65.50121 -11.46604
C 14.25781 -64.17413 -12.08678
C 12.46212 -68.04981 -10.01636
H 15.26197 -65.99643 -11.96730
H 15.40460 -65.51189 -10.80068
H 15.15345 -63.54521 -12.29966
H 13.50976 -63.81728 -11.47625
H 13.86392 -64.17665 -13.07464
H 12.44508 -69.12850 -10.22053
H 11.54675 -67.67511 -10.54210
H 12.54485 -67.97566 -8.95766
O 12.08270 -75.48959 -5.05058
C 12.75198 -76.45195 -5.39439
O 14.15913 -76.69029 -5.31356
C 14.83204 -75.72043 -4.74539
C 15.38129 -74.70130 -5.70965
C 12.04239 -77.61842 -5.98190
H 15.48458 -76.33699 -4.15265
H 14.28455 -75.14589 -3.93034
H 14.60160 -74.03580 -6.19787
H 15.97717 -75.19518 -6.36409
H 16.14380 -74.04183 -5.27228
H 10.71804 -77.51034 -5.68419
H 12.49677 -78.41960 -5.41227
H 12.15909 -77.70354 -7.01204
O 5.04414 -71.03196 -4.18916
C 5.96064 -71.66072 -4.77100
O 6.95221 -71.05040 -5.37202
C 6.85024 -69.62756 -5.62893
C 8.16294 -69.26535 -6.49081
C 5.87853 -73.21168 -4.98038
H 6.90109 -69.08784 -4.69639
H 6.04421 -69.61425 -6.28528
H 8.50608 -69.92321 -7.22554
H 8.93987 -68.87347 -5.77687
H 8.10874 -68.41203 -6.94416
H 6.84022 -73.53830 -4.58001
H 5.73865 -73.21525 -5.99386
H 5.07549 -73.77636 -4.24357
O 13.29612 -77.95975 -9.41166
C 12.12629 -77.51431 -9.40051
O 11.80693 -76.25480 -8.97977
C 12.78988 -75.40353 -8.39064
C 12.06752 -74.06943 -8.03908
C 10.86091 -78.28791 -9.78173
H 13.60491 -75.10721 -8.99246
H 13.21072 -75.58061 -7.46755
H 11.18558 -74.03647 -7.70998
H 12.02518 -73.86374 -9.00931
H 12.67803 -73.52547 -7.35579
H 10.32339 -77.69426 -10.57929
H 10.35803 -78.82534 -9.09518
H 11.21272 -79.27132 -10.19937
C 11.32484 -74.34001 -1.62845
C 10.90409 -72.88916 -2.03921
O 11.40035 -71.87462 -1.32675
C 9.87137 -72.67560 -3.09078
H 12.04674 -74.13151 -1.05882
H 11.61410 -74.88021 -2.60924
H 10.34942 -74.80156 -1.37260
H 9.95197 -73.17953 -4.26488
H 9.74895 -71.59698 -3.37622
H 8.99888 -72.96041 -2.38842
C 10.02433 -72.61119 -7.70966
C 11.26289 -71.68119 -7.91843
O 11.42303 -71.01666 -8.94242
C 12.19173 -71.47976 -6.68168
H 9.33072 -71.94446 -7.20352
H 9.99662 -73.24933 -6.83737
H 9.66104 -73.12593 -8.54589
H 12.23540 -72.32073 -6.12307
H 11.96194 -70.67288 -6.10827
H 13.23711 -71.29005 -7.07587
C 13.69598 -68.52049 -4.15100
C 12.21893 -68.47169 -4.43825
O 11.63993 -67.64863 -5.33190
C 11.33890 -69.38303 -3.71091
H 13.68730 -68.26759 -3.19585
H 14.22247 -67.65772 -4.69587
H 14.19451 -69.41176 -4.43538
H 11.12275 -69.01384 -2.85575
H 12.03836 -70.35648 -3.56507
H 10.48188 -69.72382 -4.24416



(7)
12
Properties=species:S:1:pos:R:3 method="wB97M-V/def2-TZVPD" total_charge=0 smiles="CC(=O)C(C)=S" multiplicity=1 homo_lumo_gap_ev=7.524 homo_ev=-8.656 largest_force_ev_per_a=5.083 total_energy_ev=-17126.0577 e_lumo_ev=-1.1
C 0.52236 -1.43228 -0.68019
C 0.57814 0.13607 -0.91879
O 1.29349 0.63887 -1.75255
C -0.10623 1.02630 0.02012
C -0.75551 0.60114 1.29801
S -0.18769 2.52644 -0.68164
H 0.91422 -1.38216 0.32598
H -0.48298 -1.82829 -0.71632
H 1.05381 -1.85111 -1.41577
H -0.03302 0.64195 2.06652
H -1.57628 1.31882 1.42667
H -1.22031 -0.39575 1.02796



(8)
21
Properties=species:S:1:pos:R:3 method="wB97M-V/def2-TZVPD" total_charge=0 smiles="C=C(C=C(O)O)C(C)C" multiplicity=1 homo_lumo_gap_ev=8.561 homo_ev=-8.167 largest_force_ev_per_a=3.050 total_energy_ev=-11546.8219 e_lumo_ev=0.4
C -0.22203 -0.98245 -2.22982
C -0.22376 -0.24031 -1.12573
C -1.43312 0.24871 -0.50728
C -1.65858 0.35342 0.82154
O -1.17862 -0.57976 1.70108
O -2.75492 1.05727 1.26647
C 1.20849 0.15009 -0.46876
C 1.75921 -1.06542 0.27510
C 1.10950 1.35948 0.41306
H -1.13648 -1.28198 -2.71013
H 0.69873 -1.30358 -2.68901
H -2.11233 0.80089 -1.14133
H -1.29180 -0.26010 2.60676
H -3.33478 0.48050 1.78390
H 1.83911 0.36616 -1.33736
H 1.80208 -1.93161 -0.38252
H 2.76137 -0.85213 0.65134
H 1.11786 -1.31655 1.11607
H 2.03934 1.56694 0.93741
H 0.77786 2.23786 -0.13668
H 0.23288 1.19259 1.15589